Computed, not measured: 13 unconnected molecules or ions with the total composition C21H68N6O13 at a distorted geometry, with ωB97M-V/def2-TZVPD.

Geometry (Å):
O: -9.76 -14.74 -7.17
O: -11.02 -4.43 -10.64
O: -13.51 -7.49 -10.42
O: -10.53 -6.21 -6.32
O: -9.21 -6.12 -12.24
O: -5.54 -8.81 -12.78
O: -6.90 -11.59 -9.40
O: -5.00 -8.27 -8.54
O: -13.13 -9.30 -12.43
O: -10.76 -9.21 -8.72
O: -11.27 -12.65 -11.72
O: -12.52 -11.35 -7.81
O: -8.57 -10.30 -7.49
N: -10.95 -13.69 -8.95
N: -11.73 -5.49 -8.66
N: -12.67 -12.30 -13.67
N: -12.52 -14.27 -12.90
N: -10.81 -6.74 -10.10
N: -10.43 -15.75 -9.23
C: -13.26 -11.58 -6.60
C: -11.03 -8.89 -13.40
C: -6.11 -9.31 -14.02
C: -6.28 -8.38 -8.99
C: -10.57 -9.81 -10.00
C: -8.96 -11.59 -6.97
C: -9.71 -11.38 -5.67
C: -7.21 -7.23 -8.59
C: -14.13 -8.37 -9.50
C: -10.08 -7.46 -5.87
C: -12.13 -13.07 -12.73
C: -9.22 -9.49 -10.55
C: -10.33 -14.69 -8.46
C: -12.51 -8.99 -13.61
C: -7.44 -10.06 -13.67
C: -13.85 -7.82 -8.08
C: -7.86 -12.46 -10.00
C: -11.09 -5.51 -9.77
C: -13.11 -12.98 -6.23
C: -11.16 -7.90 -4.82
C: -8.29 -6.60 -13.17
H: -10.31 -6.76 -11.01
H: -7.49 -13.05 -10.83
H: -13.90 -6.74 -7.95
H: -13.04 -12.57 -14.56
H: -8.76 -5.50 -11.67
H: -12.76 -7.16 -9.92
H: -14.27 -8.46 -7.33
H: -11.48 -9.67 -8.27
H: -8.84 -12.09 -10.28
H: -14.30 -11.37 -6.77
H: -6.77 -6.33 -9.06
H: -8.06 -12.18 -6.85
H: -13.30 -14.58 -13.56
H: -7.21 -7.24 -7.51
H: -4.66 -9.14 -8.70
H: -8.85 -7.20 -13.87
H: -7.15 -11.43 -8.52
H: -8.27 -7.22 -8.90
H: -5.37 -9.51 -12.16
H: -10.75 -9.84 -12.99
H: -9.18 -7.25 -5.32
H: -7.44 -7.24 -12.76
H: -11.97 -15.05 -12.39
H: -10.52 -10.90 -9.87
H: -11.62 -4.46 -8.33
H: -9.55 -12.04 -7.78
H: -11.13 -13.53 -9.97
H: -12.16 -8.17 -5.29
H: -12.91 -10.93 -5.82
H: -9.98 -12.28 -5.18
H: -5.39 -10.00 -14.62
H: -6.23 -8.60 -10.09
H: -12.98 -8.57 -11.82
H: -11.37 -9.66 -10.65
H: -9.08 -10.97 -4.91
H: -9.86 -5.65 -6.70
H: -9.23 -8.43 -10.88
H: -7.65 -10.77 -14.45
H: -7.29 -10.77 -12.81
H: -13.01 -11.66 -8.58
H: -7.84 -5.87 -13.75
H: -12.51 -11.27 -13.58
H: -10.75 -8.16 -12.68
H: -13.57 -13.02 -5.30
H: -12.86 -9.65 -14.42
H: -9.95 -8.20 -6.58
H: -11.16 -12.91 -8.31
H: -15.16 -8.47 -9.82
H: -6.70 -9.25 -8.52
H: -8.42 -9.76 -9.90
H: -8.10 -13.19 -9.22
H: -9.27 -9.88 -7.98
H: -10.53 -8.74 -14.36
H: -10.65 -7.57 -9.50
H: -12.09 -13.15 -5.99
H: -10.86 -15.85 -10.16
H: -10.59 -10.72 -5.69
H: -12.89 -8.02 -13.90
H: -8.39 -9.45 -13.60
H: -11.38 -7.11 -4.08
H: -6.26 -8.43 -14.67
H: -13.47 -13.73 -6.95
H: -13.58 -9.37 -9.64
H: -12.83 -7.98 -7.86
H: -10.14 -16.66 -8.81
H: -9.13 -9.99 -11.51
H: -10.73 -8.73 -4.20
H: -11.57 -6.12 -7.90

Largest force on an atom   8.484 eV/Å
E_HOMO   -8.8 eV
Multiplicity   1
ΔE to the lowest compared entry with this formula, charge and spin   113.9 kcal per mole